1.
{
  "formula": "C53H49InN7O13PS",
  "method": "ωB97M-V with the def2-TZVPD basis set",
  "e_above_lowest_ev": 0.351,
  "charge": -2,
  "lumo_energy_ev": 3.40,
  "orbital_gap_ev": 5.72,
  "elements": ["H", "C", "C", "H", "In", "C", "O", "C", "O", "H", "N", "C", "C", "O", "C", "C", "C", "O", "H", "H", "C", "H", "C", "H", "P", "H", "C", "C", "N", "C", "H", "C", "C", "C", "C", "C", "H", "H", "H", "N", "H", "H", "C", "O", "H", "C", "N", "H", "C", "H", "H", "C", "C", "C", "C", "C", "H", "H", "H", "H", "C", "C", "H", "C", "C", "H", "H", "C", "C", "C", "O", "H", "H", "H", "N", "C", "C", "H", "H", "C", "H", "C", "H", "H", "H", "H", "H", "C", "C", "C", "C", "C", "C", "C", "C", "N", "H", "C", "O", "C", "H", "H", "O", "C", "C", "H", "O", "H", "O", "H", "O", "H", "C", "C", "O", "N", "O", "C", "H", "H", "S", "H", "H", "H", "H"],
  "positions_angstrom": [[-1.54449, 5.65892, -0.17559], [-3.90182, -1.02803, 0.33663], [0.01202, -4.47663, -3.63280], [4.03857, -0.96245, -1.12276], [0.28403, -0.29291, -0.46627], [-1.81304, 1.85097, 2.95903], [0.33394, -3.10180, -0.03286], [2.20327, 4.72703, -0.37250], [0.72749, -1.80293, -2.08877], [-2.01610, -7.45159, -5.36865], [-1.84644, -0.97053, 1.51881], [3.90558, -1.55881, 1.70142], [4.21638, 2.74525, -3.03065], [-3.91183, 0.23688, 3.94373], [0.19620, -1.31765, 2.45818], [-0.78611, 3.92972, 3.57905], [-0.27924, -4.19720, -2.30780], [-3.17670, 6.09249, 5.06246], [-2.69859, 0.23392, -4.06166], [0.17124, 3.82798, -7.29960], [-2.01255, 4.40381, 4.04059], [-4.09832, -1.45879, 2.41558], [0.37679, 4.57260, -5.29927], [-0.44450, -5.70535, -5.33288], [1.60003, 2.41587, -1.95259], [3.45107, 1.48866, 0.01422], [-4.24506, 3.00656, 0.22747], [-4.63301, -1.24075, 1.50278], [-2.11559, 5.74263, 4.56673], [-6.69130, -0.91132, 0.30000], [-7.77427, -0.87135, 0.28498], [2.52545, -1.22483, 1.47419], [0.46623, 6.23665, 0.33478], [-0.49213, 5.40465, -0.23518], [-0.68518, -5.47133, -4.30134], [-2.79881, 2.09987, -1.49974], [3.96789, -2.66952, -0.69871], [-3.64975, 2.29452, 0.78970], [-3.45621, -7.18088, -4.37377], [-2.65219, 1.92288, -2.84911], [6.19047, 2.87477, -3.86322], [3.74894, 3.20056, -3.89385], [0.64561, 2.26166, 2.33323], [1.64714, 2.55942, 2.99309], [0.80896, -3.92502, -4.11519], [1.36214, 2.06322, -4.66597], [-4.12779, 1.40212, 3.68176], [3.25255, 4.46419, -0.41762], [4.06520, 1.78797, -0.83012], [3.82923, -2.41288, 4.98221], [-6.48642, -0.50009, -1.79390], [-1.99408, -5.87455, -2.33668], [-0.70449, 2.68307, 2.98008], [0.48140, 3.60464, -6.28530], [1.25010, 3.02924, -3.66146], [-2.41043, -1.08443, 0.33401], [-6.57478, -1.34391, 2.39783], [1.74303, 1.08622, -4.39283], [-4.66096, 4.85558, -1.55540], [-5.28998, 3.44389, -2.42307], [0.98490, 2.34741, -5.96752], [3.46301, -2.09660, 4.01325], [7.27480, 1.82490, -1.90703], [3.44063, 2.34884, -1.94311], [6.20347, 1.98937, -1.90798], [-3.90030, 4.86783, -3.95015], [2.54069, 6.51561, 0.76794], [0.75931, 4.28682, -3.99227], [-3.06369, 2.88269, -3.84968], [-2.00619, 0.73426, -3.37272], [4.87996, -1.44760, 0.73670], [0.09861, 4.53850, 3.68112], [-1.77771, 0.88120, 2.46854], [1.42006, -2.01682, 4.61703], [0.78491, 1.12287, -1.86997], [-1.67594, -6.20203, -3.65153], [-1.29701, -4.88037, -1.66621], [5.91183, 1.16167, 0.05261], [-2.52801, 4.69021, -2.83198], [1.80495, 5.88429, 0.28459], [-4.22644, 3.97633, 0.73142], [1.25188, 3.91021, -0.96464], [-4.07226, 3.91450, 4.44889], [-2.19366, -8.28066, -3.81663], [-1.76062, 0.06835, -2.55724], [-3.92312, 2.48596, -4.41238], [-1.08862, 0.98484, -3.90003], [2.12650, -1.86965, 3.80650], [-4.58046, -0.76605, -0.85029], [-5.96536, -0.70641, -0.86548], [-0.09878, 4.24199, -0.87007], [-2.98907, 2.29471, 3.56234], [-3.43116, 4.20998, -3.21684], [-4.36955, 3.92786, -2.05610], [-2.37679, -7.34304, -4.34573], [-3.67605, 3.10259, -1.10037], [-0.82449, 3.54866, -1.27820], [4.34925, -1.94791, 2.94412], [2.10564, -3.75219, -1.56688], [4.56934, -1.76623, -0.62050], [0.68369, 5.05004, -3.22703], [-0.38012, -1.67610, 3.31464], [-1.14379, 6.47388, 4.50148], [-3.12856, 3.57971, 4.04603], [5.59266, 2.56765, -3.01246], [-1.51041, -4.62896, -0.63519], [-2.22606, 1.42097, -0.65619], [-2.77963, -6.42056, -1.82520], [-1.80494, -1.25331, -0.77134], [5.53839, -1.91662, -1.10274], [0.53317, 1.67560, 1.23447], [-0.00732, 5.55566, -5.54752], [1.62819, -1.43781, 2.56621], [-6.01704, -1.17798, 1.48433], [-5.24538, 1.87828, 3.53465], [-0.48880, -0.92098, 1.45215], [2.19123, -0.72466, 0.33263], [5.43989, 1.61231, -0.81167], [5.40875, -2.13480, 3.07403], [1.07186, 1.58996, -6.73741], [0.81800, -3.10666, -1.39243], [0.16520, 7.14264, 0.84528], [-5.27950, 2.64469, 0.18868], [-2.23919, 3.01765, -4.55715], [-4.00547, -0.61195, -1.75506]]
}

***

2.
{
  "formula": "C20H49BrIN2O6P2",
  "method": "ωB97M-V with the def2-TZVPD basis set",
  "e_above_lowest_ev": 0.000,
  "charge": 1,
  "lumo_energy_ev": -3.16,
  "orbital_gap_ev": 8.12,
  "elements": ["C", "C", "P", "H", "C", "H", "H", "H", "H", "H", "H", "C", "H", "H", "H", "C", "C", "N", "H", "C", "H", "H", "C", "C", "Br", "H", "H", "H", "H", "H", "I", "H", "H", "C", "C", "H", "H", "C", "P", "H", "H", "H", "O", "H", "C", "H", "C", "C", "H", "H", "H", "O", "H", "C", "H", "H", "H", "H", "H", "H", "H", "H", "C", "O", "H", "O", "O", "N", "H", "H", "O", "H", "H", "C", "H", "H", "H", "H", "C", "C", "H"],
  "positions_angstrom": [[2.48370, 3.50573, -1.16054], [1.32303, 4.57796, -4.00795], [-0.75591, -4.29294, -1.03620], [3.28256, -1.99559, -0.06618], [2.49800, -0.31628, 1.05592], [2.23872, 4.99736, -3.59035], [1.18302, 1.00443, 0.00673], [-2.37195, -1.82110, -3.03806], [-4.46711, 0.03668, 2.50835], [2.10410, -0.13246, 2.06213], [-0.49459, -4.03918, -3.23717], [3.09375, -1.71380, 0.98856], [-3.04870, -3.39818, 1.00740], [-5.03215, -2.74449, -2.70467], [-0.15354, -1.12139, -1.81754], [1.27481, 2.29982, -2.83768], [-3.84583, -0.85539, 2.43429], [2.65666, 2.73829, -4.87376], [-0.84789, -0.25083, 3.28081], [0.91588, 3.41128, 4.74410], [-1.37782, -0.10985, -1.09687], [-1.27585, 1.02685, 4.43475], [0.10124, -0.82477, 0.33348], [1.40150, -0.06613, 0.02397], [-5.47426, -1.94117, 0.36909], [5.20301, -3.28057, 0.69731], [1.17489, 5.03594, -4.98421], [2.98994, 4.33236, -1.66144], [0.08573, 3.37500, 5.45148], [-3.58721, -1.19673, -1.95364], [-3.68405, -3.58534, -4.79084], [2.68374, 1.75357, -5.11440], [1.62612, 4.16172, 5.08621], [-4.08669, -4.51620, -1.94599], [-3.74488, -1.30612, 0.98632], [-3.53377, -0.43720, 0.35749], [1.48628, 3.84276, -0.85426], [1.42701, 3.06461, -4.15829], [-1.91468, -2.39602, -0.84307], [4.30738, -3.73923, 2.17290], [-1.60571, 3.05780, 3.64719], [0.15347, 4.81245, 3.33184], [-0.81455, -4.66684, -2.57298], [1.74920, 2.62235, 2.26969], [0.43853, 3.75548, 3.33846], [-1.18547, 3.45129, 1.97368], [-0.56344, 0.73478, 3.65801], [-4.04507, -3.19653, -2.70222], [-1.85784, -2.19763, 1.49679], [3.05910, 3.23495, -0.27535], [1.29783, 3.97281, 1.49145], [4.29409, -1.71020, 1.70952], [0.32691, -1.77909, 0.81876], [4.93892, -2.96640, 1.71553], [0.42866, 0.64655, 4.10612], [-4.30036, -1.63231, 3.05194], [1.22009, -3.30089, -1.27107], [3.45187, 2.89811, -4.26302], [-4.06988, -4.35652, -0.86318], [0.59307, 2.73425, -4.78800], [2.40823, -2.46880, 1.40901], [1.14385, 1.23742, -3.07434], [-0.76962, -1.00468, -0.91536], [-0.57883, 1.62820, 2.56169], [-3.27310, -5.18381, -2.22263], [2.39479, 2.35426, -1.97937], [0.73268, -3.88784, -0.67168], [1.55357, 3.61046, 2.40307], [-5.01843, -5.03447, -2.17463], [0.48930, 4.86171, -3.36291], [-1.34753, -5.26027, -0.12542], [1.77860, -0.31904, -0.97558], [5.84912, -2.85503, 2.30176], [-3.04834, -2.11114, -2.22747], [-2.85021, -0.62813, 2.82947], [3.31155, 0.39773, 0.90274], [0.37557, 2.64035, -2.30103], [-0.44443, -0.22479, 1.06792], [-2.67818, -2.39213, 0.79531], [-0.81236, 2.99279, 2.89262], [1.43022, 2.44933, 4.76553]]
}

***

3.
{
  "formula": "C42H66O31S",
  "method": "ωB97M-V with the def2-TZVPD basis set",
  "e_above_lowest_ev": 6.245,
  "lumo_energy_ev": -0.15,
  "orbital_gap_ev": 8.52,
  "elements": ["O", "H", "H", "H", "O", "H", "H", "O", "C", "H", "O", "H", "H", "H", "H", "C", "O", "C", "C", "C", "H", "H", "O", "C", "H", "H", "H", "H", "H", "H", "H", "C", "H", "H", "C", "C", "O", "O", "C", "O", "C", "C", "C", "H", "O", "C", "C", "H", "C", "H", "C", "C", "C", "C", "H", "H", "H", "C", "H", "H", "O", "H", "H", "O", "H", "H", "H", "O", "H", "C", "H", "H", "H", "C", "O", "O", "O", "O", "C", "H", "C", "H", "O", "C", "H", "C", "H", "C", "H", "H", "O", "H", "H", "C", "O", "O", "H", "O", "H", "O", "H", "O", "O", "H", "O", "S", "H", "H", "H", "C", "C", "H", "H", "C", "H", "H", "C", "O", "H", "O", "C", "C", "O", "C", "C", "C", "C", "H", "C", "C", "H", "H", "H", "H", "O", "H", "O", "C", "H", "H"],
  "positions_angstrom": [[-7.82516, -3.07498, -2.13175], [-0.95434, 1.67973, 8.35762], [1.11385, -5.18457, -2.87206], [2.23211, -0.29808, 9.34255], [-4.79963, -0.13593, 8.84242], [-1.87506, 2.72129, 7.41605], [-1.04044, 2.07107, -2.55584], [1.56281, 3.08640, 1.07521], [-2.06308, 0.41605, -4.78821], [6.73027, -5.56466, 0.59095], [-1.02851, -3.50213, -1.85814], [-1.90150, 1.42367, -5.17122], [-0.20120, -1.95510, 0.28257], [-1.24637, -0.18575, 7.05984], [7.46659, -3.37012, -0.29710], [4.42426, -4.30732, -0.68438], [-3.06979, 1.52354, 8.71290], [-3.80609, 0.43037, 8.26901], [7.60014, -3.93613, -1.21900], [5.56170, -1.04512, -3.52483], [-1.39719, -0.59133, -2.93636], [-3.95281, -1.72662, -1.25324], [-1.67638, 0.31747, 1.42578], [-0.34706, -0.26887, 1.76221], [1.82201, 0.41045, -0.11427], [5.91032, 0.17603, -1.61291], [7.70187, -3.23550, -2.04778], [1.52896, -2.44899, -4.16590], [5.02316, -1.31442, -1.47066], [-0.46376, -1.00941, 2.55346], [7.70978, -1.07027, -3.16471], [-3.54249, 4.46381, -3.28685], [-5.67213, 1.15550, 0.11173], [0.13880, 1.99327, -3.84241], [1.59400, -0.63341, 0.10130], [3.62153, 0.15814, -3.63557], [4.85482, -5.07477, 0.18525], [5.26647, -4.35074, -1.82179], [1.77264, -3.50156, -4.02160], [-1.72314, -0.52376, -5.76621], [-1.93148, 1.73556, 7.87785], [0.83736, 4.71548, -0.66266], [6.47158, -4.98140, -1.45852], [3.62304, 5.48514, 0.57855], [-7.81882, -4.22426, -0.12155], [-1.86929, 4.44232, -4.86125], [-7.04544, -2.13898, -2.77472], [-4.52788, -0.35275, -2.23744], [2.66329, 5.17362, 0.99079], [-7.60298, -1.31309, -3.21646], [0.76369, -4.19213, -3.15587], [-1.50770, -4.02186, -3.00598], [5.19708, -0.46493, -2.13114], [-4.67184, 2.04996, 2.46668], [0.25451, 3.97986, -1.21696], [1.15708, 5.44022, -1.41141], [-2.68994, 6.33282, -2.65594], [-2.01571, 1.08157, 5.39243], [2.33985, -1.04791, 0.77953], [8.54894, -4.42888, -1.00671], [4.67340, -0.37611, -4.33204], [1.85872, -1.12323, -0.83578], [-2.75603, 1.86743, 5.24263], [2.70704, 0.74350, -4.18190], [2.75880, -3.66581, -3.58732], [4.47838, -0.38538, 6.53510], [-7.07734, 0.19917, 0.83523], [3.87914, 0.02201, -2.30713], [-6.51117, -0.68078, -1.38874], [-1.08593, 0.14600, -3.67634], [-4.47943, 2.81520, 3.21867], [-2.07662, 0.27872, 4.65770], [0.85845, -3.88965, -1.00375], [-6.12201, -1.64274, -1.72234], [1.11016, -0.49545, 4.65963], [3.38198, -3.66814, -0.45432], [2.83621, 4.50884, 2.23341], [1.71670, -0.12143, 6.76836], [-7.41466, -3.38077, -0.91079], [-4.34996, 1.07768, 2.83975], [2.00341, 4.10413, 0.12703], [2.47156, 1.62107, 7.67614], [-1.23650, 4.23254, -5.88590], [7.00065, -0.73730, -3.92258], [0.69702, -2.41796, -1.90146], [-0.36299, 1.39714, -3.08022], [2.76199, 3.61906, -0.48727], [-2.00464, 0.57090, 6.85831], [-7.39323, 1.69087, 0.11559], [-4.08828, 2.27159, 1.57312], [-0.46521, -4.45034, -3.82935], [-1.03218, 1.54582, 5.32001], [0.06980, 5.13827, -0.01442], [-3.95465, 3.41029, -2.21838], [-2.85113, 0.63417, -0.49219], [-6.34866, -2.60363, -0.72234], [-6.45334, -2.51304, -3.60994], [2.06137, 2.66480, 3.25547], [7.06347, 0.33777, -4.09103], [-1.51095, 5.39254, -3.95729], [4.60669, 1.30803, 6.24259], [-0.64341, -0.16137, -0.51366], [-2.69701, -4.21593, -3.34473], [0.42651, 1.03960, -2.41920], [-3.18061, -0.08626, 7.14623], [-6.48053, 2.21044, 2.17301], [-4.55238, 3.81959, -1.40396], [1.97392, 6.00848, 1.11676], [0.29222, 0.56589, 2.04961], [-1.81451, 0.30018, 0.13179], [2.14440, 3.34343, 2.25621], [5.72318, -6.77203, -0.35924], [3.10441, -1.41880, 8.34516], [-6.61035, 1.16949, 0.66638], [-4.42266, 5.03789, -3.57637], [-3.11442, 0.33901, -4.51099], [0.08266, -0.91700, 0.45539], [-3.01753, 3.79244, -4.42088], [-3.07713, 2.91966, -1.79725], [-0.05282, -0.49118, -4.34762], [-4.66258, -1.41196, -2.01831], [6.02130, -5.73292, -0.21970], [-7.09151, 1.34998, 3.27442], [3.87863, 0.50171, 6.33145], [2.99267, -0.35685, 8.56397], [2.72745, 0.60936, 7.36140], [0.35527, -3.45240, -1.86614], [6.73667, -5.64883, -2.27849], [-0.41098, -0.94689, -5.59421], [1.92201, -0.12596, 5.50519], [-4.31829, -1.91455, -2.92217], [-1.72396, 5.00206, -2.02457], [-4.52138, 2.63399, -2.73246], [7.25890, -1.22687, -4.86159], [3.11408, 0.23245, 5.19487], [1.62247, -3.95262, -5.00247], [0.30983, -1.49912, -6.38577], [-2.36857, 5.30915, -2.84814], [4.00054, -0.16391, 8.93151], [5.42813, -2.12300, -3.61665]]
}

***

4.
{
  "formula": "C6H30N2O7",
  "method": "ωB97M-V with the def2-TZVPD basis set",
  "e_above_lowest_ev": 5.916,
  "lumo_energy_ev": -0.10,
  "orbital_gap_ev": 8.23,
  "elements": ["O", "H", "H", "C", "H", "O", "H", "H", "H", "C", "H", "H", "H", "H", "O", "H", "H", "O", "H", "H", "C", "H", "H", "H", "C", "C", "H", "H", "C", "H", "H", "N", "H", "H", "H", "N", "O", "O", "H", "H", "O", "H", "H", "H", "H"],
  "positions_angstrom": [[-4.10684, 0.99332, 0.51380], [1.34174, 1.54521, 2.73967], [0.49011, -4.72440, 1.57185], [-0.20645, -1.41731, -2.11758], [-2.10504, -1.87366, 2.08329], [-1.46575, -2.35740, 1.55306], [-1.62254, 1.48963, 0.79788], [0.57423, -3.44251, 2.10821], [0.92626, -0.59089, -0.51437], [1.88628, 1.51737, -2.20219], [-4.39919, 0.13265, 0.42018], [-1.84122, -1.46074, -0.52277], [-2.14192, -2.47863, -1.99832], [-0.29280, 0.58291, 1.24124], [-4.01876, -1.78769, 0.72815], [-1.23055, -1.77567, 0.81239], [-3.14996, -1.70820, 0.43722], [3.23995, 0.50922, 1.13128], [0.71486, 3.49771, -2.35017], [0.88930, 2.21424, 0.21439], [1.75069, 3.10896, -2.19926], [2.79907, 1.38024, -1.53735], [-2.28525, -0.66415, -1.82767], [1.80242, -1.22310, 3.40387], [0.54704, 0.93327, -1.75526], [-1.75798, -1.58598, -1.55053], [2.12469, 1.14909, -3.05386], [-0.16415, 1.05024, -2.54826], [0.09065, 1.86429, -0.42869], [-0.32611, -1.26898, -3.17594], [3.45728, 1.31603, 0.70894], [-0.84048, 0.89935, 0.36598], [4.22644, 0.24185, 0.94322], [-3.15518, 1.06077, 0.53818], [2.54279, -0.89521, 2.09010], [0.65820, -0.42741, -1.42640], [1.68554, -0.87748, 2.53287], [1.03885, -4.31124, 2.24728], [0.10689, -2.48666, -2.00320], [2.28153, 3.54104, -1.35921], [0.88552, 2.11623, 3.31676], [-0.48284, 2.77126, -0.56293], [2.50552, 3.22829, -3.08501], [-4.46038, -2.29239, -0.08530], [1.48754, 2.50657, 3.80444]]
}